1.
19
Properties=species:S:1:pos:R:3:forces:R:3:lowdin_charge:R:1 method="wB97M-V/def2-TZVPD" total_charge=0 smiles=CCC.CC orbital_gap_ev=12.28 de_lowest_ev=0.463 lumo_ev=1.084
C 1.47981 1.53728 -0.32457 -0.7744 0.4799 -0.0391 -0.103
C 0.01461 1.63781 0.18177 0.5277 -0.1188 0.0408 -0.295
C -0.16388 2.33788 1.53660 -0.0224 0.0151 0.0778 -0.118
H 1.79085 0.49950 -0.39791 0.3943 0.0225 0.3405 0.050
H 1.56281 1.94751 -1.32888 -0.0007 0.0135 -0.1257 0.060
H 2.11283 2.16509 0.30652 0.2649 -0.4632 0.0037 0.063
H -0.41481 0.64673 0.27126 0.0659 -0.1194 -0.1329 0.048
H -0.56290 2.14034 -0.58538 -0.2770 0.1603 -0.0077 0.093
H -0.86397 1.77503 2.16109 0.0516 0.2140 0.0078 0.065
H -0.55786 3.33872 1.40085 -0.1545 0.2084 0.0603 0.060
H 0.76286 2.46252 2.10903 -0.0404 -0.2605 -0.1980 0.065
C -0.69865 -1.78963 -0.76183 0.3817 -0.9932 1.0115 -0.166
C -0.62461 -3.32790 -0.55563 0.6848 0.9964 -0.9224 -0.160
H 0.31008 -1.36686 -0.79011 -0.1609 -0.0266 -0.5924 0.050
H -1.28234 -1.63706 -1.66038 0.0506 0.6465 -0.1040 0.064
H -1.14410 -1.30252 0.11249 -0.3455 -0.1573 -0.3032 0.052
H -1.61988 -3.70655 -0.36531 0.0282 -0.3984 0.2756 0.057
H 0.13040 -3.59707 0.17334 -0.3254 -0.1133 0.5876 0.056
H -0.23128 -3.76082 -1.48295 -0.3484 -0.1060 0.0200 0.060



2.
37
Properties=species:S:1:pos:R:3:forces:R:3:lowdin_charge:R:1 method="wB97M-V/def2-TZVPD" total_charge=0 smiles="[H]/N=C(/N)NCCC[C@H](N)C(=O)N[C@@H](CO)C(=O)O" orbital_gap_ev=9.37 de_lowest_ev=6.396 lumo_ev=0.251
H -4.53405 2.86586 -1.19167 -0.8680 -1.3794 4.3443 0.140
N -4.91254 2.48036 -0.10498 1.1711 0.5878 -4.6056 0.059
C -4.44032 1.33115 0.17297 2.9009 -2.5328 0.4769 -0.569
N -5.10181 0.44524 1.06265 -0.1217 1.8475 1.5526 0.050
N -3.14757 0.60607 -0.12352 -0.7757 3.3381 -1.6289 -0.026
C -3.25377 -0.86823 -0.23269 -0.7597 0.2681 1.0491 -0.248
C -2.02137 -1.46801 -0.94861 -1.8326 -3.1643 2.5931 -0.236
C -0.85780 -1.50094 0.01868 1.9856 -1.5930 -0.8756 -0.194
C -0.25250 -0.08407 0.08874 3.1110 -0.0651 -0.5986 -0.247
N 0.05654 0.68922 -1.25732 -3.5771 -6.9865 -0.6359 0.045
C 1.12472 -0.23872 0.74758 1.1312 0.9427 -0.1924 -0.490
O 1.43492 -0.78320 1.77793 -1.2286 -1.1422 1.6131 0.058
N 2.16415 0.31158 0.07667 1.7123 2.5847 -3.3390 0.057
C 3.52217 0.35797 0.62172 -0.6922 -1.6562 2.2859 -0.224
C 4.23358 -1.00136 0.31373 0.1814 -1.3323 -1.3449 -0.146
O 4.55111 -0.90781 -1.17450 -2.8455 -1.2102 2.1232 -0.120
C 4.33262 1.57695 0.14274 -4.9156 4.3830 -1.0583 -0.362
O 3.63765 2.61228 -0.29100 4.3547 -5.3301 1.6467 0.022
O 5.63144 1.60278 0.40225 -1.5724 3.5295 -3.7991 0.184
H -5.95728 0.97824 1.28275 0.3634 -0.7275 0.4403 0.088
H -4.50718 0.28202 1.94028 -1.2897 0.2594 -1.7174 0.126
H -2.56634 1.10848 -0.89637 -1.3585 -1.4480 1.7445 0.138
H -4.27001 -0.99207 -0.70043 1.2264 -0.9456 0.2166 0.115
H -3.29951 -1.33216 0.87350 0.0408 0.9053 -2.4886 0.134
H -1.87386 -1.08606 -1.93177 0.3088 0.0916 -0.6628 0.091
H -2.19361 -2.59850 -0.85821 -0.5485 1.3139 -1.4687 0.129
H 0.05518 -2.27570 -0.43058 -2.6369 1.9532 1.3640 0.178
H -1.32153 -1.99085 1.05354 1.9003 1.7165 -2.4866 0.176
H -0.90296 0.40688 0.77002 -0.3919 1.3453 0.1668 0.116
H 0.45696 1.54823 -1.16860 1.3530 2.4787 0.2489 0.018
H 0.43500 -0.03682 -2.00633 -0.8474 2.6505 2.1948 0.145
H 2.05946 0.86177 -0.84907 0.2518 -1.4264 2.6968 0.155
H 3.44272 0.48254 1.79867 0.0666 -0.2490 -2.1523 0.197
H 3.65249 -2.08066 0.31828 0.8898 3.1583 1.0443 0.176
H 5.13414 -1.12665 0.93913 -0.1160 0.0247 -0.5808 0.105
H 3.59951 -1.24691 -1.30851 2.2700 0.9403 -1.4122 0.096
H 5.88965 1.07107 1.07235 1.1590 -3.1307 3.2455 0.063



3.
8
Properties=species:S:1:pos:R:3:forces:R:3:lowdin_charge:R:1 method="wB97M-V/def2-TZVPD" total_charge=+1 orbital_gap_ev=9.33 de_lowest_ev=0.000 lumo_ev=-3.615
O 1.93208 -0.70799 0.12319 0.1361 -0.2812 0.3232 0.010
C 1.35329 0.35050 0.04270 -0.1652 0.0120 -1.4010 -0.112
H 1.87556 1.32404 0.05898 -0.1523 -0.2341 0.2585 0.149
O -0.72214 -0.80891 -0.12630 0.3661 -1.2095 -0.8452 -0.172
C -0.17465 0.33331 -0.19219 -1.2141 1.0162 2.6845 -0.665
O -0.78399 1.39774 -0.01972 0.4456 -0.1517 -0.9500 -0.008
Li 0.54007 -2.23354 -0.00142 -0.0093 0.7356 -0.0295 0.830
Rb -4.02022 0.34486 0.11476 0.5931 0.1129 -0.0405 0.968



4.
5
Properties=species:S:1:pos:R:3:forces:R:3:lowdin_charge:R:1 method="wB97M-V/def2-TZVPD" total_charge=+1 spin_multiplicity=8 orbital_gap_ev="3.55 / 9.23" lumo_ev="-5.798 / -5.684"
C -1.49182 0.98280 -0.13615 -0.0654 -5.2043 0.4467 0.461
C -0.56158 -0.55123 -0.09254 2.0770 1.7412 0.4459 -0.341
O -1.87771 -0.33359 -0.02823 -1.5824 3.8319 -0.5197 0.026
C 0.60755 -0.11387 0.07471 -0.1236 -0.3623 -0.3709 -0.132
Sm 3.32355 0.01589 0.18220 -0.3056 -0.0064 -0.0020 0.986



5.
10
Properties=species:S:1:pos:R:3:forces:R:3:lowdin_charge:R:1 method="wB97M-V/def2-TZVPD" total_charge=0 orbital_gap_ev=10.23 de_lowest_ev=3.690 lumo_ev=0.951
C -2.23677 -0.05499 -0.55022 1.3430 -0.9300 4.8199 -0.063
C 1.30712 -0.70591 0.25108 1.0304 -1.6267 0.8772 -0.142
N -0.38799 2.26511 0.34149 -1.3755 2.2795 0.7990 0.180
N -2.01634 -0.16996 0.59937 -1.2983 0.3829 -3.4140 0.068
N 0.24637 1.37807 0.14696 -0.1710 -0.0902 0.5488 -0.273
N 0.93315 0.51169 -0.25621 1.1584 0.9919 -2.7651 -0.035
H -2.09515 -0.13856 -1.57538 -0.3511 0.2258 -1.4256 0.038
H 2.40471 -0.74619 0.13199 -0.4613 -0.5084 0.2873 0.086
H 1.00850 -0.88490 1.27485 0.0471 -0.0032 0.4306 0.076
H 0.83640 -1.45436 -0.36392 0.0783 -0.7218 -0.1581 0.064



6.
70
Properties=species:S:1:pos:R:3:forces:R:3:lowdin_charge:R:1 method="wB97M-V/def2-TZVPD" total_charge=-2 orbital_gap_ev=4.74 de_lowest_ev=0.000 lumo_ev=3.561
Cs 0.52150 -0.63777 -1.10061 -0.0705 0.0224 -0.0312 1.206
C -0.86501 2.76662 2.47295 -0.0368 0.0002 -0.0857 -0.214
C 0.25674 1.71577 2.60839 -0.1006 0.0500 0.0207 -0.218
N 1.10545 1.62683 1.44123 0.0843 -0.0791 -0.1970 -0.081
C 1.70360 2.81720 0.88593 -0.0735 0.0234 -0.0355 -0.207
C 1.51951 2.90322 -0.64683 0.0936 0.0706 -0.0472 -0.218
N 0.17895 2.61831 -1.09800 -0.1663 0.0751 0.0277 -0.121
C -0.78536 3.69031 -1.05719 -0.0981 -0.1202 0.0523 -0.216
C -1.19359 4.04159 0.37734 -0.1104 -0.1128 0.0704 -0.239
N -1.47398 2.83372 1.14583 0.1156 -0.0146 0.0162 -0.044
H -0.47693 3.75968 2.72889 0.0083 -0.0019 0.0305 0.093
H -1.61975 2.52808 3.22976 0.0324 0.0245 0.0382 0.102
H -0.18915 0.72424 2.72740 -0.0397 0.0219 0.0124 0.088
H 0.79443 1.95788 3.54539 0.0179 -0.0535 -0.0242 0.108
H 1.75087 0.84663 1.48982 -0.0030 -0.0394 0.1311 0.054
H 2.78009 2.88877 1.10496 -0.0102 0.0001 -0.0410 0.111
H 1.25003 3.69540 1.34409 0.0286 0.0024 0.0635 0.085
H 2.18727 2.18908 -1.13636 -0.0277 -0.0130 0.0318 0.098
H 1.85455 3.90555 -0.97152 0.0400 -0.0109 -0.0021 0.112
H 0.15959 2.11578 -1.97797 0.1991 0.1788 -0.1656 0.022
H -1.67136 3.33407 -1.58944 0.0100 0.0367 -0.0451 0.112
H -0.44558 4.61447 -1.55860 0.0347 -0.0277 0.0020 0.109
H -2.07416 4.69567 0.33110 0.0062 0.0018 0.0143 0.099
H -0.40203 4.63331 0.85331 0.0107 0.0589 -0.0325 0.087
H -1.09738 2.05865 0.60598 -0.0044 -0.0024 -0.0022 0.085
N 2.58826 -1.18989 1.60778 -0.0763 0.0619 -0.0789 -0.009
C 3.12781 -1.69320 2.87527 -0.0468 0.0574 0.0714 -0.276
C 2.11367 -1.54172 4.01104 0.0256 -0.0256 -0.0276 -0.206
C 1.09188 -2.67923 4.05854 -0.0342 0.0409 -0.0366 -0.199
C -0.00564 -2.48965 5.11194 0.0487 0.0202 -0.0034 -0.294
N -1.03588 -1.50180 4.81428 0.0117 0.0541 -0.0012 0.013
H 1.58242 -1.36006 1.58076 -0.1556 -0.2044 0.0544 0.004
H 2.96023 -1.72816 0.83217 -0.0452 -0.0481 0.0525 0.059
H 4.03883 -1.13235 3.11163 -0.0071 -0.0093 0.0255 0.093
H 3.41036 -2.75172 2.80495 0.0072 -0.0015 0.0048 0.107
H 1.61038 -0.57293 3.89885 0.0263 -0.0500 0.0038 0.094
H 2.65341 -1.50867 4.96445 -0.0279 0.0146 0.0250 0.103
H 1.62970 -3.61127 4.26945 0.0053 -0.0093 -0.0061 0.109
H 0.61685 -2.79371 3.08153 0.0291 -0.0260 0.0348 0.093
H 0.46591 -2.22069 6.06826 0.0062 -0.0437 0.0015 0.093
H -0.50873 -3.44612 5.27047 -0.0095 0.0002 -0.0020 0.104
H -0.60075 -0.64311 4.49855 0.0126 0.0497 -0.0126 0.032
H -1.60471 -1.81833 4.02775 0.0013 -0.0642 -0.0498 0.038
O -2.96974 -5.61062 1.21372 0.0647 0.0242 -0.0233 0.051
C -2.11415 -4.75942 1.02568 -0.0644 -0.0168 -0.0496 -0.310
C -0.90182 -4.88274 0.15740 0.1266 0.0287 -0.1188 -0.324
O -0.55738 -5.87781 -0.46777 -0.0736 0.0224 0.0404 0.039
C -0.14640 -3.60304 0.22455 -0.0532 -0.2263 0.1885 -0.399
C -0.90029 -2.68121 1.07453 -0.4221 -0.4571 0.5517 -0.410
O -0.64369 -1.49983 1.45667 0.7331 0.0734 -0.5490 -0.197
C -2.04149 -3.41050 1.64890 0.0411 0.0416 0.0640 -0.331
O -2.77344 -2.98471 2.54568 -0.0019 -0.0071 -0.0224 0.018
O 0.96924 -3.44518 -0.33257 -0.1195 0.5174 0.1299 -0.168
Br 3.31361 0.95797 -5.68028 -0.0305 -0.0086 -0.0225 0.704
C 1.43965 0.63544 -5.71071 0.0410 0.0508 0.1050 -0.612
C 0.84767 0.27144 -6.91201 -0.1221 -0.0160 0.0456 -0.206
C -0.50096 0.03239 -6.97050 0.0310 -0.0537 -0.3206 -0.641
Br -1.26299 -0.46238 -8.65869 0.0363 0.0279 0.0987 0.677
C -1.31227 0.14479 -5.82512 -0.0826 0.0700 0.2184 -0.205
C -2.70413 -0.09873 -5.79569 -0.0293 -0.0111 -0.0088 -0.052
C -3.39528 0.02240 -4.62499 -0.0249 -0.0226 -0.0317 -0.063
C -2.70278 0.40011 -3.46170 0.0585 0.0991 0.0352 -0.145
N -1.41749 0.65543 -3.45003 0.0748 -0.0901 -0.0604 0.080
C -0.70580 0.52710 -4.59633 -0.0165 -0.0170 -0.0364 -0.145
C 0.73666 0.79408 -4.49049 0.1743 0.0589 -0.1201 -0.476
O 1.27632 1.12675 -3.40934 -0.0435 0.0182 0.0392 -0.213
H 1.45739 0.17507 -7.79969 -0.0004 0.0001 -0.0080 0.085
H -3.21238 -0.39032 -6.70517 0.0269 -0.0043 -0.0147 0.068
H -4.45838 -0.17547 -4.58653 -0.0013 -0.0002 0.0320 0.098
H -3.22200 0.49858 -2.51308 -0.0340 -0.0100 -0.0196 0.110



7.
6
Properties=species:S:1:pos:R:3:forces:R:3:lowdin_charge:R:1 method="wB97M-V/def2-TZVPD" total_charge=0 orbital_gap_ev="9.42 / 8.18" de_lowest_ev=5.247 lumo_ev="0.141 / -0.151"
C 0.92081 -0.58588 -0.11336 -4.3294 3.8279 0.4512 0.077
C -0.83680 0.42785 0.09305 7.0258 -0.8046 -0.5566 -0.660
Cl -2.28377 -0.26092 -0.06782 -1.7181 -0.5203 -0.1846 0.617
H 1.48976 0.34226 -0.22913 0.4055 -0.7822 0.0338 -0.033
H 1.23967 -1.41452 0.49835 -0.2606 -0.1747 0.0140 -0.027
H -0.52968 1.49122 -0.18108 -1.1232 -1.5461 0.2422 0.027



8.
8
Properties=species:S:1:pos:R:3:forces:R:3:lowdin_charge:R:1 method="wB97M-V/def2-TZVPD" total_charge=0 smiles=FC(F)[C@H](F)Cl orbital_gap_ev=12.36 de_lowest_ev=0.619 lumo_ev=0.815
F -1.39453 0.31810 1.08375 -0.6351 -0.0898 -0.0445 0.086
C -0.71414 0.37823 -0.06994 1.5821 0.2460 -0.1618 -0.400
F -0.24605 1.66188 -0.20413 -0.6863 -0.4346 -0.0598 0.026
C 0.52952 -0.51845 0.10166 0.5730 1.0674 -0.8346 -0.609
F 1.10207 -0.19725 1.28518 0.0610 -0.3168 -0.1859 0.006
Cl 1.68989 -0.16162 -1.25900 -0.5321 -0.2321 0.6274 0.629
H -1.30489 0.08916 -0.94910 -0.1209 0.2423 0.3463 0.159
H 0.33814 -1.57005 0.01159 -0.2416 -0.4824 0.3129 0.102